#A
Here is a 2-piece molecular cluster, C4H6O2 overall from the OMol25 dataset. Energies are from the ωB97M-V functional and the def2-TZVPD basis.

Element x y z (Å)
O (-0.5247, 0.7877, -1.3782)
C (-0.1150, 1.4359, -0.1976)
C (-0.1093, 0.7647, 1.1329)
C (-0.3840, -1.9266, -0.2145)
O (0.6726, -1.7877, -0.7850)
C (1.0535, 0.9859, 0.5904)
H (0.0892, 0.0561, -1.5515)
H (-0.3736, 2.4913, -0.2807)
H (-0.6706, 0.3258, 1.9472)
H (-0.4989, -2.6222, 0.6368)
H (-1.2744, -1.3433, -0.5063)
H (2.1247, 0.8430, 0.6133)

## Properties
SMILES = OC1C=C1.C=O
orbital gap = 9.986 eV
HOMO energy = -9.570 eV
total charge = 0

Löwdin population analysis, charges in e, atoms 1 to 4:
1. O -0.06
2. C -0.36
3. C -0.01
4. C -0.13


#B
Here is a 2-piece molecular cluster, C4H6O2 overall from the OMol25 dataset. Energies are from the ωB97M-V functional and the def2-TZVPD basis.

Element x y z (Å)
C (2.2470, 0.2434, 0.5675)
C (-2.3580, 0.7434, -0.5860)
C (-1.2770, -0.1969, -0.3348)
C (-0.4257, -1.0152, -0.1091)
O (2.9447, -0.6020, -0.0777)
O (2.4957, -1.7173, 0.7630)
H (1.7142, 1.0032, -0.0023)
H (2.2782, 0.2813, 1.6512)
H (0.3363, -1.7357, 0.0891)
H (-2.3872, 1.5294, 0.1749)
H (-3.3258, 0.2349, -0.5796)
H (-2.2424, 1.2315, -1.5562)

## Properties
orbital gap = 8.744 eV
HOMO energy = -9.645 eV
total charge = 0

Löwdin population analysis, charges in e, atoms 1 to 4:
1. C 0.03
2. C -0.12
3. C -0.19
4. C 0.09


#A comes first in stability; the runner-up is 382.3 kJ/mol higher.


#A
Here is one molecule with the formula C4H6O2 from the OMol25 dataset. Energies are from the ωB97M-V functional and the def2-TZVPD basis.

Element x y z (Å)
O (1.4162, 0.5467, -1.8407)
C (0.0257, -0.0401, 0.3966)
C (-1.0703, -0.6351, -0.3658)
C (-1.1408, -0.5147, 1.1534)
C (1.2334, 0.4774, 0.4460)
O (2.0699, 0.7776, -0.6014)
H (1.2255, 1.4599, -2.1098)
H (-0.9079, -1.6230, -0.7921)
H (-1.7128, 0.0085, -0.9631)
H (-1.0559, -1.4218, 1.7489)
H (-1.8292, 0.2241, 1.5605)
H (1.7463, 0.7404, 1.3675)

## Properties
SMILES = OOC=C1CC1
orbital gap = 9.723 eV
HOMO energy = -8.854 eV
total charge = 0

Löwdin population analysis, charges in e, atoms 1 to 4:
1. O -0.01
2. C -0.24
3. C -0.10
4. C -0.10


#B
Here is one molecule with the formula C4H6O2 from the OMol25 dataset. Energies are from the ωB97M-V functional and the def2-TZVPD basis.

Element x y z (Å)
O (2.0037, -1.0302, 0.2398)
C (1.6305, 0.0539, 0.6028)
C (0.4951, 0.7816, -0.0036)
C (-0.4512, -0.5122, -0.9359)
C (-1.3713, -0.1669, 0.2116)
O (-0.6846, 0.9673, 0.6933)
H (2.1799, 0.5398, 1.3900)
H (0.8372, 1.8196, -0.2219)
H (-0.2113, -1.5902, -1.0496)
H (-0.6468, -0.0700, -1.9005)
H (-1.3963, -0.9360, 0.9810)
H (-2.3850, 0.1432, -0.0069)

## Properties
SMILES = O=C[C@H]1CCO1
orbital gap = 10.120 eV
HOMO energy = -9.376 eV
total charge = 0

Löwdin population analysis, charges in e, atoms 1 to 4:
1. O 0.07
2. C -0.23
3. C -0.19
4. C 0.01


#C
Here is one molecule with the formula C4H6O2 from the OMol25 dataset. Energies are from the ωB97M-V functional and the def2-TZVPD basis.

Element x y z (Å)
O (-1.9613, 0.2805, -1.9018)
C (-1.2837, 0.4239, -0.9172)
C (-0.3456, -0.6518, -0.3961)
C (2.1821, 0.8313, 0.2633)
O (1.6777, -0.1576, 0.9355)
C (0.2380, -0.3864, 0.9883)
H (-1.3085, 1.3738, -0.3365)
H (-0.8821, -1.6048, -0.4317)
H (0.4709, -0.7472, -1.1236)
H (1.3068, 1.3810, -0.2021)
H (-0.2108, 0.4953, 1.4624)
H (0.1167, -1.2379, 1.6595)

## Properties
orbital gap = 9.305 eV
HOMO energy = -8.937 eV
total charge = 0

Löwdin population analysis, charges in e, atoms 1 to 4:
1. O 0.06
2. C -0.27
3. C -0.13
4. C 0.05


#D
Here is a 3-piece molecular cluster, C4H6O2 overall from the OMol25 dataset. Energies are from the ωB97M-V functional and the def2-TZVPD basis.

Element x y z (Å)
O (2.8215, 1.5978, 0.1996)
C (2.0346, 1.1144, -0.4602)
C (0.3697, -1.3641, -0.5301)
C (-0.6292, -1.3671, 0.3452)
C (-1.0232, 1.3492, 0.1989)
O (-0.1016, 1.8920, 0.7541)
H (0.2052, -1.4152, -1.6039)
H (1.4020, -1.2703, -0.2124)
H (-1.6648, -1.4720, 0.0294)
H (-0.4518, -1.2398, 1.4107)
H (-1.9158, 1.0123, 0.7600)
H (-1.0466, 1.1629, -0.8914)

## Properties
orbital gap = 10.860 eV
HOMO energy = -10.086 eV
total charge = 0

Löwdin population analysis, charges in e, atoms 1 to 4:
1. O 0.06
2. C 0.01
3. C -0.11
4. C -0.11


#D comes first in stability; the runner-up is 82.0 kJ/mol higher.


#A
Here is a 2-piece molecular cluster, C4H9NO overall from the OMol25 dataset. Energies are from the ωB97M-V functional and the def2-TZVPD basis.

Element x y z (Å)
C (-1.0061, -0.2998, -1.0398)
C (1.0283, 0.0906, 1.4624)
C (-0.2877, -1.3962, -0.3328)
N (0.6438, 1.3224, -0.2008)
C (-0.5069, 1.1896, -0.8465)
O (-1.2123, 2.0640, -1.3438)
H (0.8040, 2.2892, 0.0722)
H (-2.0640, -0.2767, -0.7802)
H (-0.9190, -0.4321, -2.1206)
H (0.7313, -0.7526, 2.0860)
H (0.7185, 0.9365, 2.0575)
H (2.0707, 0.0942, 1.1690)
H (0.3507, -2.0195, -0.9545)
H (-0.8582, -1.9638, 0.3992)
H (0.5069, -0.8458, 0.3728)

## Properties
orbital gap (alpha / beta) = 8.002 / 8.004 eV
HOMO energy (alpha / beta) = -8.954 / -8.955 eV
total charge = 0

Löwdin population analysis, charges in e, atoms 1 to 4:
1. C -0.16
2. C 0.07
3. C -0.10
4. N 0.10


#B
Here is one molecule with the formula C4H9NO from the OMol25 dataset. Energies are from the ωB97M-V functional and the def2-TZVPD basis.

Element x y z (Å)
O (-1.1529, 1.7619, 1.7068)
C (-1.6473, 0.8939, 0.9317)
C (-0.7344, -0.0211, 0.1217)
C (0.7498, 0.2023, 0.4568)
C (1.6211, -0.9569, -0.1679)
N (-1.0705, 0.1445, -1.2548)
H (-2.6677, 0.6715, 0.9337)
H (-1.0497, -1.2646, 0.3908)
H (0.9750, 0.6371, 1.3965)
H (0.9691, 1.1428, -0.1069)
H (1.9046, -1.6841, 0.8489)
H (1.0050, -1.4651, -1.0577)
H (2.5326, -0.3859, -0.6164)
H (-0.6432, 0.9918, -1.7186)
H (-0.7915, -0.6680, -1.8646)

## Properties
SMILES = CC[C@H](N)C=O
orbital gap = 10.158 eV
HOMO energy = -9.556 eV
total charge = 0

Löwdin population analysis, charges in e, atoms 1 to 4:
1. O 0.01
2. C -0.16
3. C -0.44
4. C -0.27


#C
Here is one molecule with the formula C4H9NO from the OMol25 dataset. Energies are from the ωB97M-V functional and the def2-TZVPD basis.

Element x y z (Å)
C (0.7971, 0.6408, -1.5207)
N (0.6617, -0.4079, -0.5401)
C (-0.8568, 0.7325, 1.2283)
C (-0.4481, -0.5525, 0.5082)
C (-0.0213, -1.6771, 1.4833)
O (-0.0662, 1.5078, -1.5869)
H (1.6964, 0.6216, -2.1762)
H (0.9635, -1.3276, -0.7977)
H (-0.0762, 1.0290, 1.8552)
H (-1.7707, 0.7199, 1.6682)
H (-0.9590, 1.5459, 0.3455)
H (-1.3942, -0.5868, -0.0233)
H (0.2725, -1.3561, 2.4988)
H (-0.6113, -2.5851, 1.6255)
H (0.9515, -2.1303, 1.2852)

## Properties
SMILES = CC(C)NC=O
orbital gap = 10.489 eV
HOMO energy = -9.518 eV
total charge = 0

Löwdin population analysis, charges in e, atoms 1 to 4:
1. C -0.28
2. N 0.03
3. C -0.07
4. C -0.37


#C comes first in stability; the runner-up is 121.0 kJ/mol higher.


#A
Here is a 2-piece molecular cluster, C4H9NO overall from the OMol25 dataset. Energies are from the ωB97M-V functional and the def2-TZVPD basis.

Element x y z (Å)
C (-1.7703, 0.0565, -0.5636)
C (-0.6591, 0.1946, -1.2810)
O (-0.9088, 0.1967, 2.5360)
C (0.6614, -0.4005, -0.9303)
C (1.6961, 0.3363, -0.1623)
N (0.9223, -0.7339, 0.4663)
H (-1.2713, 0.9448, 2.0475)
H (-2.7033, 0.5076, -0.8918)
H (-1.7831, -0.4932, 0.3743)
H (-0.6760, 0.7608, -2.2125)
H (-0.2394, -0.1670, 1.9241)
H (1.0488, -1.0972, -1.6754)
H (1.4761, 1.3315, 0.2158)
H (2.7423, 0.1512, -0.3968)
H (1.4644, -1.5883, 0.5497)

## Properties
SMILES = C=C[C@H]1CN1.O
orbital gap = 10.728 eV
HOMO energy = -9.822 eV
total charge = 0

Löwdin population analysis, charges in e, atoms 1 to 4:
1. C 0.01
2. C -0.14
3. O -0.10
4. C -0.32


#B
Here is a 2-piece molecular cluster, C4H9NO overall from the OMol25 dataset. Energies are from the ωB97M-V functional and the def2-TZVPD basis.

Element x y z (Å)
C (-2.4413, -1.2651, -0.3459)
C (-1.4990, 0.7723, -0.8706)
N (-1.9787, 0.0625, 0.0519)
H (-2.1966, -1.4281, -1.4077)
H (-3.5206, -1.3917, -0.2639)
H (-2.0214, -2.0807, 0.2420)
H (-1.1627, 1.7539, -0.5186)
H (-1.0583, 0.4740, -1.8273)
C (1.7288, -0.4094, 0.8753)
C (2.6572, 0.5388, 0.7571)
O (2.2679, 1.7079, 0.1492)
H (1.8847, -1.3595, 1.3666)
H (0.7893, -0.3435, 0.3456)
H (3.5906, 0.5972, 1.3011)
H (2.9600, 2.3713, 0.1451)

## Properties
SMILES = C=CO.C=NC
orbital gap = 9.799 eV
HOMO energy = -8.959 eV
total charge = 0

Löwdin population analysis, charges in e, atoms 1 to 4:
1. C -0.16
2. C -0.10
3. N -0.08
4. H 0.07


#A comes first in stability; the runner-up is 63.5 kJ/mol higher.


#A
Here is C4H9NO as an isolated structure from the OMol25 dataset. Energies are from the ωB97M-V functional and the def2-TZVPD basis.

Element x y z (Å)
C (-0.3264, 1.0940, 0.9426)
N (0.1369, -0.1469, 0.3649)
C (0.9778, -0.8549, 1.3231)
C (0.0254, -0.2487, -2.1551)
C (-1.1623, -0.2355, -1.5503)
O (-1.2481, -0.8849, -0.3531)
H (0.5416, 1.7655, 1.0585)
H (-0.7846, 0.9777, 1.9341)
H (-1.0225, 1.5693, 0.2516)
H (0.5212, -1.0155, 2.3060)
H (1.3513, -1.7924, 0.9114)
H (1.8648, -0.2090, 1.5030)
H (0.7563, -0.9891, -1.8400)
H (0.3288, 0.5034, -2.8684)
H (-1.9602, 0.4669, -1.8282)

## Properties
orbital gap = 8.977 eV
HOMO energy = -8.486 eV
total charge = 0

Löwdin population analysis, charges in e, atoms 1 to 4:
1. C -0.11
2. N -0.17
3. C -0.09
4. C 0.02


#B
Here is one molecule with the formula C4H9NO from the OMol25 dataset. Energies are from the ωB97M-V functional and the def2-TZVPD basis.

Element x y z (Å)
C (0.5481, 0.9667, 0.9893)
C (0.7649, 1.9126, -0.1416)
C (0.3356, -0.5042, 0.5514)
N (-0.6315, -0.5923, -0.4488)
C (-1.1469, -1.9835, -0.6387)
O (0.8138, -1.4398, 1.1322)
H (1.3456, 0.9849, 1.7370)
H (-0.3713, 1.3079, 1.4816)
H (-0.1449, 2.0036, -0.7346)
H (1.5694, 1.5817, -0.8220)
H (1.0728, 2.9211, 0.1343)
H (-0.3533, -0.2423, -1.3530)
H (-2.0260, -1.9389, -1.2691)
H (-0.2864, -2.5885, -0.9305)
H (-1.4901, -2.3890, 0.3124)

## Properties
SMILES = CCC(=O)NC
orbital gap = 10.703 eV
HOMO energy = -9.789 eV
total charge = 0

Löwdin population analysis, charges in e, atoms 1 to 4:
1. C -0.18
2. C -0.13
3. C -0.50
4. N -0.01


#B comes first in stability; the runner-up is 415.6 kJ/mol higher.


#A
Here is one molecule with the formula C4H9NO from the OMol25 dataset. Energies are from the ωB97M-V functional and the def2-TZVPD basis.

Element x y z (Å)
C (-0.8133, 0.6010, 1.0369)
C (0.4060, 0.2257, 0.1765)
C (1.3144, -0.7979, 0.8606)
C (0.0301, -0.2918, -1.2193)
O (0.6778, -1.1545, -1.7874)
N (-1.0711, 0.2741, -1.8029)
H (-1.5310, -0.2262, 1.0866)
H (-1.3430, 1.4926, 0.6678)
H (-0.4900, 0.8237, 2.0589)
H (0.9918, 1.1410, 0.0052)
H (2.1221, -1.1121, 0.1891)
H (1.7450, -0.3796, 1.7735)
H (0.7467, -1.6932, 1.1362)
H (-1.5367, 1.0810, -1.4192)
H (-1.2488, 0.0163, -2.7626)

## Properties
SMILES = CC(C)C(N)=O
orbital gap = 10.573 eV
HOMO energy = -9.701 eV
total charge = 0

Löwdin population analysis, charges in e, atoms 1 to 4:
1. C -0.08
2. C -0.35
3. C -0.08
4. C -0.52


#B
Here is one molecule with the formula C4H9NO from the OMol25 dataset. Energies are from the ωB97M-V functional and the def2-TZVPD basis.

Element x y z (Å)
C (1.4369, 0.4634, -0.9077)
N (0.1709, -0.0422, -0.3897)
C (-0.8299, 1.0227, -0.5494)
C (0.1608, -0.5242, 0.9693)
C (-0.9827, -1.5806, 0.8963)
O (-1.8225, -1.5913, 1.7687)
H (2.0587, 0.9243, -0.1131)
H (2.0764, -0.4071, -1.1308)
H (1.3675, 1.1035, -1.7792)
H (-1.0075, 1.7562, 0.2349)
H (-1.8615, 0.5987, -0.6133)
H (-0.7165, 1.4390, -1.5603)
H (-0.0780, 0.2179, 1.7721)
H (1.0569, -1.0725, 1.2989)
H (-1.0295, -2.3078, 0.1032)

## Properties
SMILES = CN(C)CC=O
orbital gap = 9.963 eV
HOMO energy = -8.965 eV
total charge = 0

Löwdin population analysis, charges in e, atoms 1 to 4:
1. C -0.11
2. N -0.28
3. C -0.11
4. C -0.18


#A comes first in stability; the runner-up is 223.3 kJ/mol higher.